# 1
The following is a quantum chemistry calculation of a structure of composition C22H25NO5S4Sb2V, from the Open Molecules 2025 dataset.

Last column: Mulliken spin population.
Atoms and positions in Å:
V: -0.72 1.15 0.78  2.077
O: -3.89 3.11 -0.95  0.009
C: -2.77 2.70 -0.41  -0.006
O: -2.58 1.55 -0.06  -0.017
C: -1.67 3.67 -0.22  0.055
C: -1.64 4.99 -0.47  0.069
C: -0.45 5.71 -0.13  0.126
C: 0.61 5.06 0.43  -0.036
C: 0.55 3.67 0.66  0.300
N: -0.62 3.01 0.33  0.196
C: 1.56 2.73 1.03  0.107
O: 2.79 3.07 1.42  0.037
O: 1.30 1.51 0.93  0.067
H: -4.52 2.36 -0.92  0.000
H: -2.50 5.48 -0.91  0.004
H: -0.39 6.77 -0.31  0.010
H: 1.51 5.61 0.68  0.003
H: 2.85 4.02 1.56  -0.002
C: -0.96 1.21 -3.63  0.010
Sb: -0.26 0.32 -1.81  -0.027
C: -1.53 -1.39 -1.95  0.018
C: 1.60 -0.53 -2.52  0.004
C: 1.58 -2.03 -2.50  0.001
C: 1.12 -2.71 -3.63  0.000
C: 1.01 -4.09 -3.66  0.000
C: 1.35 -4.82 -2.52  0.000
C: 1.82 -4.16 -1.40  0.000
C: 1.96 -2.77 -1.36  -0.002
C: 2.45 -2.12 -0.10  0.001
Sb: 0.78 -1.41 1.11  -0.022
C: 1.85 -0.94 2.87  0.014
C: 0.14 -3.33 1.73  -0.002
H: -1.08 0.42 -4.38  0.000
H: -0.25 1.95 -3.99  -0.001
H: -1.92 1.70 -3.46  -0.001
H: -1.46 -1.83 -2.94  -0.001
H: -2.55 -1.07 -1.75  0.001
H: -1.24 -2.12 -1.20  0.003
H: 2.39 -0.10 -1.90  0.002
H: 1.71 -0.15 -3.54  0.000
H: 0.85 -2.13 -4.51  0.000
H: 0.65 -4.59 -4.55  0.000
H: 1.26 -5.90 -2.52  0.000
H: 2.11 -4.73 -0.53  0.000
H: 3.10 -1.25 -0.28  0.000
H: 3.00 -2.84 0.51  0.000
H: 2.36 -1.83 3.24  0.000
H: 1.14 -0.58 3.61  -0.002
H: 2.57 -0.15 2.66  0.000
H: 1.02 -3.91 2.00  0.000
H: -0.41 -3.83 0.94  0.000
H: -0.51 -3.20 2.59  0.000
O: -2.45 -1.17 7.19  -0.001
C: -2.17 -0.78 6.09  -0.001
S: -1.38 0.77 5.76  0.001
C: -1.44 0.66 4.01  0.002
C: -2.01 -0.42 3.49  0.025
S: -2.17 -0.66 1.76  -0.022
S: -2.62 -1.63 4.60  0.000
S: -0.78 1.95 3.04  0.001

For the HOMO energy (spin up / spin down), the calculation gives -6.21 / -6.46 eV. Its LUMO energy (spin up / spin down) is -0.03344 / -0.03973 hartree. For the relative energy (zero: lowest compared OMol25 entry of this formula, charge and spin), the calculation gives 42.7 kJ/mol. Its spin multiplicity is 4. The calculation puts the maximum force at 0.067 Eh/bohr. The orbital gap (spin up / spin down) is 5.30 / 5.38 eV.

# 2
The following is a quantum chemistry calculation of a structure of composition C22H26BeN4O3, from the Open Molecules 2025 dataset.

Last column: natural (NBO) charge in e.
Atoms and positions in Å:
Be: 1.75 -0.77 0.10  1.678
O: -2.90 4.24 0.99  -0.721
C: -2.76 4.04 -0.41  -0.120
C: -1.61 3.10 -0.60  0.212
C: -0.68 3.32 -1.54  -0.337
C: 0.25 2.25 -1.77  0.234
N: 0.75 1.56 -0.79  -0.182
C: -0.46 -0.35 -1.08  0.061
C: -1.68 0.45 -0.34  -0.229
C: -0.31 -1.83 -0.78  0.228
C: -1.31 -2.76 -1.01  -0.200
C: -1.04 -4.10 -0.79  0.071
C: -2.09 -5.15 -1.03  -0.103
O: -3.29 -4.51 -1.40  -0.717
C: 0.23 -4.47 -0.35  -0.234
C: 1.17 -3.49 -0.13  0.065
N: 0.91 -2.19 -0.34  -0.678
H: -3.65 4.82 1.16  0.499
H: -2.57 4.98 -0.94  0.198
H: -3.66 3.58 -0.84  0.196
H: -0.74 4.15 -2.23  0.259
H: 0.44 1.85 -2.77  0.244
H: -2.18 -0.18 0.39  0.232
H: -2.28 -2.45 -1.37  0.262
H: -2.21 -5.74 -0.11  0.200
H: -1.73 -5.82 -1.81  0.206
H: -3.96 -5.17 -1.61  0.498
H: 0.49 -5.51 -0.18  0.248
H: 2.17 -3.74 0.21  0.218
O: 3.34 -0.34 0.02  -0.844
C: 3.69 0.93 -0.65  -0.069
C: 3.42 2.17 0.20  -0.441
C: 2.22 2.16 1.16  -0.461
C: 0.83 1.99 0.58  0.152
C: -0.34 2.09 1.19  -0.137
C: -1.57 1.88 0.33  -0.335
C: -2.30 0.44 -1.72  -0.137
C: -1.26 -0.12 -2.34  -0.217
N: 0.90 0.19 -0.94  -0.798
H: 4.02 -0.60 0.65  0.528
H: 3.10 0.91 -1.57  0.218
H: 4.74 0.86 -0.92  0.222
H: 3.34 3.01 -0.50  0.240
H: 4.30 2.37 0.82  0.238
H: 2.23 3.11 1.69  0.266
H: 2.38 1.40 1.92  0.222
H: -0.43 2.39 2.23  0.244
H: -2.45 1.96 0.96  0.272
H: -3.27 0.76 -2.06  0.235
H: -1.08 -0.44 -3.36  0.241
C: 1.13 -1.28 4.43  -0.744
C: 1.33 -1.05 3.01  0.524
N: 1.47 -0.86 1.89  -0.583
H: 0.47 -0.52 4.84  0.290
H: 2.09 -1.24 4.94  0.292
H: 0.68 -2.26 4.58  0.292

For the HOMO energy, the calculation gives -14.51 eV. Its LUMO energy is -0.22562 hartree. For the relative energy (zero: lowest compared OMol25 entry of this formula, charge and spin), the calculation gives 351.9 kJ/mol. The calculation puts the maximum force at 0.003 Eh/bohr. The orbital gap is 8.37 eV. Its charge is +2.

# 3
The following is a quantum chemistry calculation of a structure of composition C22H26BrIrN4O4S2, from the Open Molecules 2025 dataset.

Last column: Mulliken spin population.
Atoms and positions in Å:
Ir: 0.44 0.37 -0.06  2.574
N: -2.05 0.20 -0.12  0.121
C: -2.49 -0.57 1.04  0.026
C: -1.65 -0.20 2.27  -0.036
O: -2.16 -0.17 3.38  0.075
N: -0.36 0.01 1.98  0.281
C: 0.51 0.31 3.04  0.029
C: 1.30 1.69 2.75  -0.013
O: 1.70 2.25 3.75  0.037
O: 1.43 1.94 1.55  0.146
H: -2.39 1.15 -0.06  -0.006
H: -2.39 -0.20 -1.00  -0.014
H: -2.32 -1.63 0.84  -0.001
H: -3.55 -0.43 1.28  0.006
H: 1.34 -0.40 3.08  -0.001
H: 0.01 0.39 4.01  0.000
S: 2.95 0.45 -0.71  0.556
C: 3.14 2.13 -0.88  0.103
C: 4.48 2.56 -0.87  -0.028
N: 5.59 2.84 -0.86  0.046
C: 2.12 3.07 -1.08  0.092
S: 0.45 2.76 -1.19  0.605
C: 2.49 4.41 -1.27  -0.030
N: 2.78 5.51 -1.44  0.041
C: -1.27 -5.19 -5.79  0.000
C: 0.01 -5.14 -4.93  -0.001
C: 1.25 -5.24 -5.83  0.001
C: -0.01 -6.35 -3.99  0.000
C: 0.06 -3.83 -4.17  0.003
C: 0.22 -3.76 -2.80  -0.015
C: 0.23 -2.53 -2.17  -0.015
Br: 0.50 -2.50 -0.25  0.115
C: 0.08 -1.30 -2.83  0.074
O: 0.01 -0.17 -2.21  0.199
C: 0.00 -1.38 -4.26  0.006
C: -0.03 -2.62 -4.86  0.000
C: -0.02 -0.08 -5.05  -0.009
C: 1.24 0.72 -4.71  0.016
C: -0.03 -0.32 -6.57  0.004
C: -1.26 0.74 -4.68  0.004
H: -1.33 -6.13 -6.32  0.000
H: -1.29 -4.38 -6.51  0.000
H: -2.14 -5.09 -5.14  0.000
H: 1.27 -6.19 -6.36  0.000
H: 2.15 -5.18 -5.22  0.000
H: 1.28 -4.44 -6.56  0.000
H: -0.11 -7.26 -4.57  0.000
H: -0.86 -6.29 -3.31  0.000
H: 0.90 -6.41 -3.42  0.000
H: 0.35 -4.64 -2.19  -0.005
H: -0.10 -2.66 -5.94  -0.001
H: 2.14 0.16 -4.95  -0.002
H: 1.25 0.95 -3.64  0.016
H: 1.26 1.66 -5.26  -0.001
H: 0.84 -0.89 -6.88  0.000
H: -0.01 0.63 -7.08  -0.001
H: -0.94 -0.85 -6.87  0.000
H: -1.24 0.97 -3.62  0.004
H: -2.17 0.18 -4.90  0.001
H: -1.28 1.67 -5.24  -0.001

For the HOMO energy (spin up / spin down), the calculation gives -5.42 / -5.28 eV. Its LUMO energy (spin up / spin down) is 0.06928 / -0.01171 hartree. For the relative energy (zero: lowest compared OMol25 entry of this formula, charge and spin), the calculation gives 7.7 kJ/mol. Its spin multiplicity is 6. The calculation puts the maximum force at 0.074 Eh/bohr. The orbital gap (spin up / spin down) is 7.31 / 4.96 eV. Its charge is -1.

# 4
The following is a quantum chemistry calculation of a cluster of 2 separate species, C22H26BrN2O7 in total, from the Open Molecules 2025 dataset.

Last column: natural (NBO) charge in e.
Atoms and positions in Å:
C: -5.37 0.90 2.64  -0.621
C: -4.61 0.49 1.39  -0.061
O: -3.40 -0.21 1.71  -0.574
C: -2.65 -0.75 0.68  0.767
C: -1.66 -1.69 1.28  -0.481
C: -0.97 -2.70 0.50  0.534
O: -0.99 -2.77 -0.73  -0.673
C: -0.14 -3.72 1.35  -0.497
C: 1.13 -3.17 2.00  -0.384
C: 1.05 -2.53 3.39  -0.396
C: 0.38 -1.14 3.45  -0.407
C: -1.13 -1.21 3.76  -0.384
C: -1.93 -1.97 2.70  -0.427
O: -2.80 -0.44 -0.49  -0.673
H: -6.15 1.60 2.33  0.199
H: -5.87 0.04 3.11  0.202
H: -4.73 1.40 3.39  0.209
H: -5.23 -0.17 0.77  0.176
H: -4.31 1.37 0.80  0.173
H: -0.79 -4.18 2.11  0.192
H: 0.15 -4.53 0.67  0.211
H: 1.81 -4.03 2.10  0.187
H: 1.62 -2.48 1.30  0.198
H: 0.55 -3.21 4.10  0.187
H: 2.08 -2.40 3.75  0.189
H: 0.85 -0.55 4.24  0.181
H: 0.51 -0.59 2.50  0.212
H: -1.30 -1.74 4.71  0.172
H: -1.53 -0.19 3.89  0.190
H: -2.99 -1.73 2.85  0.225
H: -1.82 -3.04 2.88  0.177
C: -1.02 4.73 -0.17  -0.633
C: 0.31 4.49 -0.83  -0.067
O: 0.46 3.05 -1.14  -0.487
C: 1.60 2.89 -1.82  0.918
O: 2.35 3.81 -2.13  -0.632
N: 1.87 1.55 -2.17  -0.429
C: 2.98 1.22 -3.00  0.229
C: 3.99 2.03 -3.51  -0.247
C: 4.93 1.48 -4.40  -0.211
C: 4.75 0.16 -4.87  -0.245
C: 3.67 -0.62 -4.46  -0.068
Br: 3.40 -2.33 -5.22  0.091
C: 2.82 -0.11 -3.46  -0.136
C: 1.62 -0.60 -2.82  0.016
N: 0.95 -1.78 -3.32  0.509
O: -0.01 -1.58 -4.11  -0.351
O: 1.39 -2.91 -3.05  -0.330
C: 1.12 0.38 -1.97  0.041
H: -1.03 5.76 0.22  0.211
H: -1.85 4.67 -0.89  0.218
H: -1.19 4.06 0.69  0.230
H: 0.40 5.06 -1.76  0.197
H: 1.15 4.78 -0.18  0.190
H: 4.02 3.07 -3.21  0.257
H: 5.79 2.06 -4.75  0.217
H: 5.46 -0.28 -5.56  0.222
H: 0.30 0.29 -1.26  0.289

For the HOMO energy, the calculation gives -3.20 eV. Its LUMO energy is 0.08408 hartree. For the relative energy (zero: lowest compared OMol25 entry of this formula, charge and spin), the calculation gives 7.9 kJ/mol. The calculation puts the maximum force at 0.057 Eh/bohr. The orbital gap is 5.48 eV. Its charge is -1.